No. 1
The following is a quantum chemistry calculation of a structure of composition C33H33N4O3P2S2Ti in a non-equilibrium geometry, from OMol25.

Structure (ORCA input):
```
! RIJCOSX wB97M-V def2-TZVPD def2/J DEFGRID3
* xyz -2 2
Ti -1.6767 -0.5249 1.3279
S 0.4157 -2.5956 1.8670
P 1.1619 -1.4347 0.3281
C 0.0895 -0.3723 -0.3084
P -0.9286 -0.8186 -1.5912
S -2.1121 -2.3737 -1.1052
C -1.6190 0.7110 -2.3707
C -1.9946 1.7980 -1.5762
C -2.4287 2.9804 -2.1568
C -2.5041 3.1025 -3.5394
C -2.1189 2.0363 -4.3349
C -1.6695 0.8542 -3.7546
C -0.0876 -1.5214 -3.0956
C -0.6929 -2.4606 -3.9244
C -0.0222 -2.9554 -5.0351
C 1.2682 -2.5311 -5.3252
C 1.8776 -1.5900 -4.5080
C 1.1944 -1.0800 -3.4121
C 2.5357 -0.4845 1.1080
C 3.4710 -1.1010 1.9379
C 4.4798 -0.3604 2.5328
C 4.5501 1.0139 2.3203
C 3.6060 1.6357 1.5176
C 2.6017 0.8873 0.9118
C 2.0738 -2.6403 -0.7304
C 3.4153 -2.4799 -1.0612
C 4.0544 -3.3895 -1.8987
C 3.3499 -4.4586 -2.4273
C 2.0053 -4.6206 -2.1074
C 1.3764 -3.7258 -1.2593
H -1.9019 1.7412 -0.5015
H -2.6912 3.8124 -1.5138
H -2.8463 4.0272 -3.9916
H -2.1546 2.1150 -5.4163
H -1.3663 0.0470 -4.4089
H -1.6806 -2.8196 -3.6664
H -0.5054 -3.6906 -5.6697
H 1.7989 -2.9394 -6.1783
H 2.8898 -1.2618 -4.7146
H 1.6640 -0.3381 -2.7759
H 3.3829 -2.1651 2.1261
H 5.2029 -0.8479 3.1771
H 5.3298 1.5981 2.7962
H 3.6376 2.7092 1.3729
H 1.8278 1.3501 0.3080
H 3.9701 -1.6335 -0.6758
H 5.1012 -3.2496 -2.1450
H 3.8409 -5.1595 -3.0933
H 1.4405 -5.4428 -2.5309
H 0.3243 -3.8402 -1.0207
N -0.8262 -0.4176 3.6674
C -1.7228 -1.1942 4.5301
C -2.1861 -2.4710 3.8200
N -2.7240 -2.1473 2.4878
H 0.1140 -0.7965 3.6747
H -0.8335 0.5619 3.9260
H -2.5914 -0.5683 4.7246
H -1.2807 -1.4579 5.5004
H -2.9083 -2.9965 4.4562
H -1.3376 -3.1362 3.6710
H -3.6341 -1.6960 2.5193
H -2.7299 -2.9558 1.8744
O -3.0697 0.4196 2.7216
N -3.0564 1.7102 2.9436
N -2.0583 2.3006 2.2259
O -1.2081 1.5609 1.4644
C -1.8747 3.6348 2.2783
C -2.7047 4.4673 3.0814
C -2.4889 5.8305 3.1108
C -1.4702 6.4338 2.3719
C -0.6543 5.6133 1.5837
C -0.8369 4.2479 1.5289
H -3.5019 4.0157 3.6523
H -3.1378 6.4447 3.7288
H -1.3181 7.5062 2.4044
H 0.1426 6.0556 0.9940
H -0.2117 3.6168 0.9144
O -2.8267 -0.0944 0.3369
*
```

## Properties
E_HOMO (alpha / beta)	0.64 / -1.23	eV
energy above the lowest of the compared OMol25 structures with the same formula, charge and spin	124.8	kJ/mol
LUMO level (alpha / beta)	4.43 / 4.43	eV
gap between HOMO and LUMO (alpha / beta)	3.790 / 5.651	eV
E_tot	-4050.64729	a.u.

Atomic partial charges in e from the Löwdin method, atoms 1 to 2:
1. Ti 0.6976
2. S 0.2785


No. 2
The following is a quantum chemistry calculation of a cluster of 3 separate species, C44H76N3O4 in total in a non-equilibrium geometry, from OMol25.

Structure (ORCA input):
```
! RIJCOSX wB97M-V def2-TZVPD def2/J DEFGRID3
* xyz 1 3
C -2.4693 -4.8611 5.8774
C -2.1567 -3.2887 6.0030
C -3.4560 -2.3952 5.9962
C -3.2357 -0.8894 6.4269
C -2.7574 0.0718 5.2459
C -1.1876 -0.0277 5.0724
C -0.6238 0.5500 3.7303
C 0.4831 1.5857 3.7534
C 1.1409 2.1376 5.0589
C 2.1071 0.9645 5.5855
C 3.4474 0.8713 4.7430
C 3.6364 -0.5290 4.0001
O 3.4974 -1.6485 4.8751
C 2.3593 -2.4683 4.5629
C 1.0376 2.1220 2.4516
N 0.5832 1.6952 1.2154
C -0.4251 0.7283 1.1287
C -0.8095 0.3019 -0.3396
C -0.0370 -1.0267 -0.7392
C 0.7006 -1.8461 0.2698
C 1.4520 -3.0753 -0.1016
C 1.4847 -3.6043 -1.5295
C 0.7472 -2.7957 -2.5477
C 0.0215 -1.5365 -2.1780
C -0.6748 -0.7701 -3.3650
C -1.0753 0.1253 2.3624
C -2.1724 -0.9557 2.1239
O -2.1180 -2.0497 3.0372
C -3.0668 -3.0672 2.6344
H -2.2132 -5.3942 6.8359
H -1.7613 -5.2912 5.1000
H -3.5059 -5.0746 5.5058
H -1.4331 -3.0619 5.1678
H -1.6382 -3.1031 6.9930
H -4.0356 -2.4283 5.0283
H -4.1532 -2.8471 6.7732
H -2.4184 -0.8857 7.2192
H -4.1427 -0.4590 6.9525
H -3.3493 -0.0455 4.3015
H -2.9667 1.1268 5.6134
H -0.7601 -1.0572 5.2121
H -0.7381 0.6071 5.8978
H 1.7585 3.0655 4.8902
H 0.3733 2.2771 5.8707
H 2.4100 1.1683 6.6601
H 1.5679 -0.0328 5.6197
H 4.3403 0.9584 5.4355
H 3.5116 1.7476 4.0414
H 3.0214 -0.5900 3.0549
H 4.7198 -0.5296 3.6528
H 1.6394 -2.0166 3.8281
H 1.8025 -2.6309 5.5422
H 2.7000 -3.5038 4.2487
H 1.8573 2.8925 2.4476
H 1.0156 2.0929 0.3778
H -1.9109 0.1108 -0.4337
H -0.4973 1.1307 -1.0426
H 0.7234 -1.5700 1.3612
H 2.0131 -3.6363 0.6925
H 2.0563 -4.5326 -1.7924
H 0.7564 -3.1797 -3.6245
H -1.4907 -1.4324 -3.7595
H 0.0690 -0.5088 -4.1756
H -1.1267 0.1709 -2.9456
H -3.1929 -0.4674 2.2308
H -2.1204 -1.3902 1.0793
H -2.7669 -4.0068 3.1895
H -4.1184 -2.8322 2.9699
H -3.0678 -3.2326 1.5187
C 0.8866 9.2073 -0.0321
C 0.6198 8.6163 1.3814
C 1.9083 8.0385 2.0154
C 2.2798 6.6193 1.5997
C 1.0691 5.6965 1.6761
C -0.1162 6.2389 0.8652
N -0.4911 7.6238 1.2797
O -1.0832 7.5402 2.4686
C 0.2572 6.1793 -0.6326
C -1.3063 5.2664 0.9816
C 0.2588 9.8602 2.2290
H 0.4140 8.6500 -0.8386
H 0.4701 10.2121 -0.1327
H 1.9542 9.2697 -0.2552
H 1.7987 8.0323 3.1057
H 2.7535 8.6999 1.8072
H 2.7122 6.6163 0.5951
H 3.0640 6.2428 2.2636
H 1.3520 4.7020 1.3147
H 0.7855 5.5634 2.7270
H -0.5500 6.5694 -1.2555
H 0.4363 5.1462 -0.9443
H 1.1684 6.7212 -0.8817
H -1.6046 5.0891 2.0167
H -1.0487 4.2889 0.5624
H -2.1734 5.6409 0.4334
H -0.6840 10.3037 1.9017
H 1.0373 10.6201 2.1293
H 0.1761 9.6309 3.2927
C -1.7844 -4.0012 -8.7941
C -0.4776 -3.6379 -8.0341
C 0.6974 -3.3725 -9.0063
C 1.4450 -4.6039 -9.5042
C 1.7813 -5.5401 -8.3510
C 0.5340 -5.9178 -7.5385
N -0.1952 -4.7110 -7.0347
O 0.5304 -4.1821 -6.0535
C -0.3739 -6.7943 -8.4288
C 0.9365 -6.8612 -6.3889
C -0.8044 -2.2684 -7.3906
H -2.1084 -5.0292 -8.6453
H -2.6325 -3.4085 -8.4423
H -1.6916 -3.8367 -9.8699
H 1.4347 -2.7316 -8.5095
H 0.3431 -2.8017 -9.8694
H 0.8609 -5.1208 -10.2708
H 2.3702 -4.2891 -9.9951
H 2.2618 -6.4399 -8.7461
H 2.5272 -5.0617 -7.7066
H -1.2865 -7.0795 -7.9011
H 0.1392 -7.7168 -8.7102
H -0.6599 -6.3214 -9.3675
H 1.6973 -6.4285 -5.7369
H 1.3586 -7.7891 -6.7819
H 0.0702 -7.1265 -5.7782
H -1.5831 -2.3626 -6.6295
H -1.1649 -1.5730 -8.1521
H 0.0696 -1.8051 -6.9286
*
```

## Properties
E_HOMO (alpha / beta)	-10.36 / -10.98	eV
energy above the lowest of the compared OMol25 structures with the same formula, charge and spin	394.6	kJ/mol
LUMO level (alpha / beta)	-3.67 / -3.67	eV
gap between HOMO and LUMO (alpha / beta)	6.693 / 7.311	eV
E_tot	-2186.80458	a.u.

Atomic partial charges in e from the Löwdin method, atoms 1 to 2:
1. C -0.1157
2. C -0.2556


The highest E_tot belongs to which entry? C44H76N3O4


Number 1 is which compound? C33H33N4O3P2S2Ti


The lowest E_tot belongs to which entry? C33H33N4O3P2S2Ti